[1]
68
Properties=species:S:1:pos:R:3:forces:R:3 method="wB97M-V/def2-TZVPD" charge=0 e_lumo_ev="-0.44 / -2.44" multiplicity=4 e_homo_ev="-4.74 / -7.67" orbital_gap_ev="4.30 / 5.23" s_squared=3.798
Co -0.623 0.072 0.231 0.4 -0.5 1.1
S 2.130 3.004 6.589 0.0 0.0 -0.1
N 2.799 1.907 5.593 0.0 0.1 0.1
C 1.981 1.764 4.569 -0.2 0.2 0.2
C 2.186 0.896 3.436 0.4 -0.5 -0.3
C 3.325 0.135 3.255 -0.4 0.4 0.2
C 3.432 -0.676 2.127 0.1 -0.3 -0.4
C 2.378 -0.688 1.215 0.2 0.0 0.3
N 1.278 0.029 1.354 -0.2 -0.2 -0.5
C 1.146 0.834 2.454 -0.2 0.3 0.2
C -0.026 1.608 2.569 0.4 -0.2 0.1
N -0.985 1.479 1.590 0.0 -0.1 0.0
C -2.023 2.307 1.600 -0.1 0.3 0.2
C -2.235 3.264 2.581 -0.2 -0.1 -0.3
C -1.318 3.365 3.628 0.4 -0.2 0.2
C -0.210 2.543 3.636 -0.6 0.2 -0.2
C 0.805 2.583 4.664 0.3 -0.1 0.1
N 0.771 3.323 5.753 0.1 0.0 0.1
H 4.109 0.190 3.998 0.0 0.0 0.0
H 4.311 -1.279 1.946 0.0 0.0 0.0
H 2.426 -1.321 0.333 0.0 0.0 0.0
H -2.724 2.223 0.782 0.0 0.0 -0.1
H -3.091 3.919 2.511 0.0 0.0 0.0
H -1.448 4.089 4.422 0.0 0.0 0.0
N -2.782 -2.414 2.496 -0.1 0.2 -0.1
C -1.574 -2.846 2.987 0.1 -0.1 0.0
C -0.623 -2.131 2.329 0.1 -0.1 0.2
N -1.226 -1.270 1.459 -0.9 -0.4 0.4
C -2.532 -1.455 1.575 0.6 -0.4 0.3
C -3.434 -0.766 0.693 -0.4 0.4 -0.5
N -2.953 0.017 -0.254 0.0 -0.3 0.2
C -4.027 0.503 -0.939 -0.1 0.1 -0.1
C -5.179 0.007 -0.402 0.0 0.1 -0.1
N -4.791 -0.800 0.638 0.1 -0.1 0.2
H -3.682 -2.728 2.811 0.0 0.0 0.0
H -1.490 -3.612 3.736 -0.1 0.0 0.0
H 0.447 -2.183 2.433 0.0 0.1 0.0
H -3.915 1.190 -1.762 0.0 0.0 0.0
H -6.215 0.154 -0.652 0.0 0.0 0.0
H -5.413 -1.302 1.246 0.0 0.0 0.0
N -1.889 -4.149 -2.478 -0.5 -0.3 0.2
N -1.291 -2.934 -2.259 0.2 0.3 0.1
N -1.017 -2.101 -3.235 0.0 -0.2 -0.1
C -0.546 -1.064 -2.570 0.2 0.1 0.2
N -0.539 -1.294 -1.246 -0.1 0.0 -0.2
N -1.042 -2.495 -1.064 0.0 -0.3 -0.2
H -1.946 -4.299 -3.474 0.1 0.0 -0.1
H -1.374 -4.884 -2.013 0.2 0.0 0.0
H -0.182 -0.169 -3.039 -0.1 0.0 0.0
F 6.825 0.215 -6.444 0.2 0.0 -0.2
C 5.931 0.235 -5.476 -0.2 0.0 0.2
C 6.192 0.935 -4.308 0.0 0.0 0.0
F 7.347 1.578 -4.172 0.1 0.1 0.0
C 5.252 0.954 -3.298 -0.2 -0.1 0.0
F 5.528 1.621 -2.191 0.1 0.1 0.1
C 4.032 0.281 -3.419 -0.1 -0.1 0.0
Se 2.751 0.326 -2.057 0.1 0.1 0.0
C 3.804 -0.422 -4.607 0.1 0.1 0.2
F 2.669 -1.088 -4.771 -0.1 -0.1 -0.1
C 4.733 -0.447 -5.625 0.0 0.0 0.0
F 4.496 -1.123 -6.746 0.0 0.0 -0.1
N -0.233 1.412 -0.924 0.0 1.4 -1.3
C -0.529 2.213 -1.709 0.4 -0.2 0.1
C -0.941 3.181 -2.599 -0.2 0.1 0.1
C -0.310 3.368 -3.847 0.0 0.0 -0.2
N 0.197 3.511 -4.873 0.0 0.0 0.0
C -2.122 3.863 -2.221 -0.2 0.1 -0.1
N -3.112 4.344 -1.870 0.1 0.0 0.0

---

[2]
52
Properties=species:S:1:pos:R:3:forces:R:3 method="wB97M-V/def2-TZVPD" charge=+1 e_lumo_ev=-2.30 multiplicity=1 e_homo_ev=-12.83 orbital_gap_ev=10.53
C -2.388 -1.205 -3.314 -0.7 6.3 0.0
C -2.444 -0.364 -2.037 -0.3 -0.2 -0.5
C -1.164 -0.264 -1.264 0.7 -2.7 -0.8
C -1.270 0.303 0.120 -0.8 1.8 0.7
N -1.333 -0.769 1.184 5.3 2.5 -3.1
C -0.179 -1.134 1.747 -0.4 -1.7 1.3
N -0.248 -2.118 2.690 7.5 1.4 -0.6
N 1.087 -0.671 1.439 -1.0 -0.8 1.0
H -2.400 -2.179 -3.271 0.1 -5.2 0.7
H -1.517 -0.816 -3.752 1.6 -0.1 -1.3
H -3.182 -0.851 -3.972 -0.2 -0.3 0.0
H -3.244 -0.703 -1.452 -1.4 -0.3 1.1
H -2.598 0.688 -2.305 -0.7 -0.2 -0.1
H -0.531 -1.214 -1.334 -1.1 0.5 0.8
H -0.608 0.253 -1.996 1.3 1.7 0.0
H -2.230 1.004 0.264 2.2 -1.7 -0.4
H -0.388 0.975 0.256 -1.0 -0.7 0.3
H -2.199 -0.837 1.561 -3.0 -0.9 2.1
H -1.047 -2.535 2.901 -4.1 -2.2 1.0
H 0.720 -2.567 3.051 -3.1 1.6 -1.0
H 1.097 0.347 1.449 0.3 0.3 -0.3
H 1.791 -1.059 2.122 -0.7 0.4 -0.9
H 0.456 3.431 -2.295 -1.2 1.8 0.7
H -0.248 4.571 -3.084 -0.2 0.2 0.3
O -0.095 4.290 -2.171 1.5 -1.9 -0.9
H 2.251 -0.540 -0.897 -4.4 -3.3 4.3
H 3.216 -0.821 -1.909 -0.1 0.6 0.1
O 2.800 -0.094 -1.403 4.4 2.5 -4.3
H 1.428 1.266 -1.600 1.1 -0.4 0.1
H 1.407 2.400 -0.496 1.5 0.4 1.4
O 0.951 1.973 -1.181 -2.2 0.2 -1.7
H -2.677 4.216 -0.550 -0.4 1.4 -0.3
H -1.305 3.584 -0.954 1.2 1.0 -1.3
O -2.186 3.428 -0.664 -1.1 -2.1 1.0
H 3.726 -3.416 -2.051 6.7 -4.2 -1.5
H 2.454 -3.210 -2.516 -1.0 0.2 -0.2
O 3.052 -2.932 -1.827 -5.6 3.8 1.6
H 3.577 -1.939 3.821 2.1 1.0 2.1
H 3.445 -2.746 2.528 0.2 0.0 -0.2
O 2.973 -2.239 3.209 -2.6 -0.8 -1.9
H -1.708 3.036 2.345 -3.6 1.1 4.1
H -1.494 3.281 0.863 -0.4 -0.4 0.2
O -1.143 2.882 1.688 3.5 -0.6 -3.7
H 0.579 2.659 1.784 -6.7 3.5 0.0
H 1.880 2.734 2.167 0.8 -0.8 0.0
O 1.261 2.120 1.743 6.4 -2.7 0.2
H 3.949 -3.908 0.530 -0.8 -3.7 -2.3
H 3.979 -2.424 0.376 -0.1 0.2 -0.3
O 4.098 -3.152 0.982 1.0 3.4 2.5
H -4.329 -1.735 2.220 2.2 4.6 0.5
H -4.228 -0.260 2.952 -1.4 1.2 1.8
O -3.790 -0.741 2.300 -1.2 -5.9 -2.2

---

[3]
22
Properties=species:S:1:pos:R:3:forces:R:3 method="wB97M-V/def2-TZVPD" smiles=Cc1ccc(O)cc1.CO charge=0 e_lumo_ev=0.82 multiplicity=1 e_homo_ev=-8.01 orbital_gap_ev=8.83
C -2.924 0.957 0.831 -0.4 -0.1 3.6
C -1.739 0.726 -0.018 -0.7 -0.3 1.0
C -0.543 1.349 0.476 -2.5 -0.9 -0.9
C 0.559 1.222 -0.248 2.9 -1.6 -2.1
C 0.381 0.363 -1.453 2.0 3.2 1.8
O 1.313 0.613 -2.398 1.4 1.0 0.4
C -0.729 -0.317 -1.823 1.6 1.4 1.5
C -1.851 -0.101 -1.137 -2.8 -0.8 1.9
H -3.763 1.308 0.236 -0.4 -0.2 0.3
H -2.607 1.783 1.566 -1.0 -1.0 -1.0
H -3.210 0.060 1.605 0.5 1.9 -2.2
H -0.591 1.967 1.340 -0.1 0.2 0.7
H 1.584 1.675 0.130 -2.2 -1.0 -1.5
H 1.508 -0.156 -2.882 0.4 -1.5 -1.2
H -0.679 -0.826 -2.682 0.0 -1.9 -3.2
H -2.784 -0.723 -1.452 1.4 1.7 1.0
C 2.399 -1.398 1.224 -2.1 -2.0 1.4
O 3.610 -2.077 1.185 2.0 0.0 -0.8
H 2.279 -0.852 2.231 -0.5 -1.2 -1.2
H 2.372 -0.601 0.502 0.3 -0.1 -0.6
H 1.563 -2.248 0.902 1.3 2.6 1.3
H 3.851 -2.724 1.864 -1.0 0.6 0.0

---

[4]
12
Properties=species:S:1:pos:R:3:forces:R:3 method="wB97M-V/def2-TZVPD" smiles=FCCSP(S)Br charge=0 e_lumo_ev=-0.39 multiplicity=1 e_homo_ev=-9.12 orbital_gap_ev=8.72
F -0.683 -0.925 1.454 0.2 0.6 1.4
C -0.236 -1.416 0.245 -2.8 1.4 -0.6
C 0.494 -0.371 -0.479 -0.6 -0.9 -4.0
S -0.540 0.873 -1.370 0.5 -0.3 0.3
P -1.165 1.863 0.341 0.2 2.7 -0.5
S -0.936 4.288 -0.232 1.5 -2.8 1.2
Br -3.297 1.888 -0.125 -0.9 0.0 0.1
H -1.218 -1.488 -0.256 0.7 -1.7 -0.4
H 0.435 -2.189 0.467 0.3 -1.8 -0.1
H 1.075 0.071 0.216 2.5 1.8 1.8
H 1.075 -0.852 -1.334 -0.4 0.7 1.3
H 0.358 4.158 0.325 -1.4 0.4 -0.7

---

[5]
18
Properties=species:S:1:pos:R:3:forces:R:3 method="wB97M-V/def2-TZVPD" smiles=CN[C@H](CO)CS charge=0 e_lumo_ev=0.82 multiplicity=1 e_homo_ev=-8.08 orbital_gap_ev=8.91
C -1.562 1.883 1.242 -0.2 -2.7 -1.4
N -0.295 1.603 0.552 2.0 2.1 -0.1
C 0.379 0.329 0.006 -2.8 0.5 2.4
C 0.235 0.290 -1.532 4.1 0.3 0.6
O 0.938 1.547 -1.855 0.2 -1.5 -2.7
C -0.349 -0.793 0.848 2.9 -1.1 -2.2
S 0.406 -2.469 0.458 -0.5 0.5 -0.2
H -1.729 2.875 1.616 0.9 0.5 0.3
H -2.375 1.761 0.536 -0.5 -0.1 -0.3
H -1.719 1.111 1.988 -0.4 0.2 0.8
H 0.363 2.333 0.866 -0.2 -1.1 -0.8
H 1.443 0.439 0.276 -0.5 -0.4 -0.2
H 0.750 -0.576 -2.135 -0.9 1.3 1.6
H -0.744 0.377 -1.811 -2.7 0.1 -0.7
H 1.244 1.395 -2.804 -0.5 0.7 1.9
H -1.397 -0.862 0.688 -0.8 0.2 0.0
H -0.053 -0.747 1.868 -0.2 0.6 0.9
H 0.063 -2.460 -0.838 0.0 -0.2 0.0

---

[6]
70
Properties=species:S:1:pos:R:3:forces:R:3 method="wB97M-V/def2-TZVPD" charge=+1 e_lumo_ev=-4.78 multiplicity=1 e_homo_ev=-11.52 orbital_gap_ev=6.73
C -1.844 -1.271 0.893 -0.8 0.0 -1.4
C -2.410 -1.220 -0.352 0.2 -0.1 0.7
C -1.648 -0.949 -1.694 0.7 -0.1 0.4
C -0.519 -1.989 -2.028 0.7 -2.0 0.1
C -0.580 -3.291 -1.332 2.6 0.2 -2.1
C 0.489 -4.264 -1.618 -0.3 2.5 -1.3
C 1.526 -3.919 -2.596 -1.3 -0.7 2.0
P 2.847 -5.253 -2.877 0.2 -0.6 -2.0
N 2.896 -5.741 -4.387 0.7 0.9 0.9
N 1.544 -2.701 -3.271 -1.5 -0.1 1.4
C 2.563 -2.390 -4.277 1.5 1.2 -1.9
C 3.663 -1.384 -3.762 -0.4 0.0 -0.2
O 3.769 -1.108 -2.597 0.2 -0.2 -0.6
O 4.437 -0.830 -4.776 -0.9 -1.6 1.8
C 5.603 -0.183 -4.244 1.3 1.5 0.4
C 6.686 -1.001 -3.466 -1.6 -0.7 -0.5
O 5.705 0.982 -4.470 -0.1 -1.0 0.1
C 0.576 -1.735 -3.002 -1.8 -0.1 1.5
C 0.598 -0.323 -3.718 0.7 0.1 -0.4
O 0.255 -0.396 -5.101 -0.3 0.4 1.1
C -1.159 -0.267 -5.343 -0.7 -1.0 -1.9
C -1.816 -1.709 -5.406 -0.7 0.7 0.1
H -2.501 -0.955 1.748 0.9 -1.2 -0.6
H -0.795 -1.636 1.014 -0.7 1.3 0.2
H -3.519 -1.364 -0.410 1.0 1.1 -0.1
H -1.142 0.052 -1.569 -0.6 -1.0 -0.1
H -2.388 -0.816 -2.530 0.8 -0.4 0.7
H -1.374 -3.586 -0.610 0.6 0.6 -0.7
H 0.468 -5.257 -1.107 0.3 1.0 -0.7
H 2.495 -6.380 -2.059 -0.2 1.2 0.3
H 4.085 -4.710 -2.395 -0.8 -0.1 0.3
H 3.849 -5.585 -4.747 -0.6 -0.2 -0.1
H 3.111 -3.285 -4.677 -0.9 0.5 0.6
H 2.097 -1.896 -5.183 0.2 -0.7 1.1
H 7.635 -0.940 -4.052 -0.8 0.0 0.7
H 6.746 -0.586 -2.430 0.2 -0.2 -1.0
H 6.331 -2.068 -3.389 0.7 1.0 -0.1
H 1.628 0.146 -3.672 -1.0 -0.7 0.1
H -0.091 0.413 -3.229 0.6 -1.0 -0.1
H -1.254 0.160 -6.386 0.3 -0.3 1.2
H -1.689 0.454 -4.667 0.7 -0.7 -0.2
H -2.653 -1.711 -6.163 0.9 0.0 0.8
H -2.299 -1.965 -4.422 0.7 -0.1 -0.9
H -1.062 -2.475 -5.735 -0.7 0.8 0.5
O -1.785 3.495 6.964 3.8 0.7 -1.2
P -1.695 2.912 5.572 -8.3 -2.5 0.1
O -2.966 3.713 4.875 1.2 0.5 -0.2
C -3.172 5.105 5.093 -0.3 0.4 0.0
C -2.612 5.922 3.943 0.1 -0.1 -0.1
O -2.436 1.476 5.884 1.2 -0.1 -0.4
C -2.369 0.891 7.183 -0.3 0.0 0.4
C -3.651 1.169 7.943 -0.2 0.1 0.0
O -1.338 2.240 4.063 2.6 1.1 1.7
C -0.625 3.019 3.111 0.2 0.2 -0.5
C 0.639 3.632 3.678 0.0 -0.1 0.1
H -2.738 5.445 6.035 0.0 -0.2 0.0
H -4.251 5.262 5.157 0.0 -0.1 0.0
H -1.522 5.842 3.906 0.0 0.1 0.0
H -2.876 6.975 4.061 0.0 0.0 0.0
H -3.003 5.566 2.987 -0.1 0.0 0.0
H -1.495 1.245 7.731 -0.1 0.1 0.0
H -2.250 -0.187 7.051 0.0 0.0 -0.2
H -3.868 2.237 7.991 0.2 0.0 0.0
H -3.592 0.779 8.961 0.0 0.0 0.0
H -4.499 0.699 7.438 0.1 -0.1 0.0
H -1.285 3.784 2.694 -0.1 0.1 0.1
H -0.361 2.350 2.289 -0.1 -0.1 0.1
H 0.414 4.334 4.488 0.0 0.1 -0.1
H 1.186 4.172 2.902 0.0 0.0 0.1
H 1.289 2.858 4.092 0.0 0.0 -0.1

---

Computed relative energy (zero: lowest compared OMol25 entry of this formula, charge and spin), in the same sequence as the records: 11.3; 76.0; 66.3; 16.2; 63.2; 0.0 kcal/mol.
Computed maximum force, in the same sequence as the records: 1.900; 8.047; 4.207; 4.129; 4.179; 8.693 eV Å⁻¹.